Record 1
{"formula": "C2H10NO2S", "method": "ωB97M-V/def2-TZVPD", "molar_mass_g_mol": 112.174, "total_charge": -1, "e_lumo_ev": 3.53, "e_homo_ev": -3.01, "e_above_lowest_kj_mol": 126.6, "total_energy_ev": -18656.6557, "gap_ev": 6.538, "species": ["C", "C", "S", "N", "H", "H", "H", "H", "H", "H", "H", "H", "O", "H", "H", "O"], "positions_angstrom": [[1.89, -0.14, 0.99], [1.33, -1.54, 1.20], [-0.28, -1.83, 0.37], [0.92, 0.83, 1.40], [2.02, 0.05, -0.10], [2.99, 0.00, 1.28], [1.47, -1.79, 2.20], [2.14, -2.12, 0.69], [0.83, 0.92, 2.40], [-0.06, 0.32, 1.00], [-1.86, 2.07, 0.03], [-2.58, 0.96, 0.73], [-2.77, 1.83, 0.34], [-1.52, -0.04, -4.77], [-2.32, 0.07, -3.40], [-2.22, 0.40, -4.36]], "nbo_charge": [-0.23, -0.54, -0.68, -0.92, 0.17, 0.17, 0.17, 0.17, 0.33, 0.37, 0.48, 0.48, -0.96, 0.47, 0.49, -0.96]}



Record 2
{"formula": "C6H12", "method": "ωB97M-V/def2-TZVPD", "molar_mass_g_mol": 84.162, "e_lumo_ev": 1.13, "e_homo_ev": -7.39, "e_above_lowest_kj_mol": 368.6, "total_energy_ev": -6413.1206, "gap_ev": 8.515, "smiles": "C/C=C\\CCC", "species": ["C", "C", "C", "C", "C", "C", "H", "H", "H", "H", "H", "H", "H", "H", "H", "H", "H", "H"], "positions_angstrom": [[1.62, -0.51, 0.97], [1.20, -0.62, -0.47], [-0.49, 1.53, -0.08], [-1.36, 0.39, 0.51], [-1.24, -0.92, -0.33], [0.05, -1.05, -1.04], [0.83, -0.68, 1.71], [2.10, 0.45, 1.21], [2.38, -1.28, 1.15], [1.95, -0.29, -1.18], [-1.06, 2.46, -0.22], [0.40, 1.77, 0.52], [-1.08, 0.15, 1.54], [-2.39, 0.75, 0.57], [-2.19, -1.29, -0.73], [-0.16, 1.23, -1.07], [-0.54, -1.93, 0.00], [0.04, -1.52, -2.01]], "nbo_charge": [-0.66, -0.27, -0.62, -0.42, -0.46, -0.23, 0.21, 0.22, 0.22, 0.20, 0.21, 0.21, 0.20, 0.22, 0.23, 0.22, 0.30, 0.22]}



Record 3
{"formula": "C31H45F3N2O4S", "method": "ωB97M-V/def2-TZVPD", "molar_mass_g_mol": 598.772, "e_lumo_ev": 0.42, "e_homo_ev": -8.02, "total_energy_ev": -63033.8287, "gap_ev": 8.439, "smiles": "[H]/N=C\\Cc1cc2c(c(CCCF)c1CC)N(CCC(=O)O)c1c(F)c(F)cc(CCC(C)C)c1S2.CCO.CCO", "species": ["C", "C", "C", "C", "C", "C", "N", "C", "C", "C", "C", "C", "C", "C", "F", "N", "C", "C", "C", "O", "O", "C", "C", "F", "C", "F", "C", "C", "C", "C", "C", "C", "C", "C", "S", "H", "H", "H", "H", "H", "H", "H", "H", "H", "H", "H", "H", "H", "H", "H", "H", "H", "H", "H", "H", "H", "H", "H", "H", "H", "H", "H", "H", "H", "H", "H", "H", "H", "C", "C", "O", "H", "H", "H", "H", "H", "H", "C", "C", "O", "H", "H", "H", "H", "H", "H"], "positions_angstrom": [[4.12, -0.63, -1.60], [2.93, -1.42, -2.23], [1.59, -0.70, -2.08], [0.90, -0.25, -3.21], [1.42, -0.45, -4.64], [1.04, 0.67, -5.61], [-0.05, 0.62, -6.25], [-0.31, 0.41, -3.07], [-0.85, 0.58, -1.82], [-0.20, 0.13, -0.69], [1.03, -0.51, -0.82], [1.73, -1.04, 0.42], [1.45, -2.58, 0.61], [0.34, -3.13, -0.29], [0.09, -4.45, 0.08], [-0.73, 0.24, 0.65], [-0.26, 1.43, 1.38], [-0.61, 2.81, 0.77], [-1.96, 3.33, 1.27], [-2.28, 3.22, 2.44], [-2.83, 3.98, 0.42], [-2.13, 0.05, 0.72], [-2.60, -0.68, 1.80], [-1.71, -1.14, 2.70], [-3.93, -0.95, 1.95], [-4.39, -1.67, 2.97], [-4.83, -0.49, 1.01], [-4.43, 0.23, -0.09], [-5.43, 0.68, -1.14], [-5.94, -0.57, -1.93], [-7.44, -0.94, -1.76], [-7.56, -2.45, -2.11], [-8.00, -0.77, -0.34], [-3.07, 0.48, -0.20], [-2.44, 1.39, -1.62], [3.76, 0.33, -1.23], [4.96, -0.50, -2.29], [4.48, -1.21, -0.74], [2.79, -2.36, -1.69], [3.08, -1.69, -3.27], [2.50, -0.63, -4.68], [0.94, -1.36, -5.03], [1.70, 1.52, -5.81], [-0.59, -0.21, -6.00], [-0.87, 0.80, -3.92], [2.80, -0.85, 0.40], [1.34, -0.57, 1.33], [2.39, -3.15, 0.49], [1.13, -2.79, 1.64], [-0.58, -2.56, -0.13], [0.65, -3.14, -1.34], [-0.70, 1.40, 2.39], [0.83, 1.39, 1.45], [-0.50, 2.86, -0.31], [0.12, 3.52, 1.18], [-2.40, 4.73, 0.00], [-5.87, -0.77, 1.19], [-4.91, 1.31, -1.87], [-6.23, 1.30, -0.72], [-5.78, -0.36, -3.00], [-5.32, -1.45, -1.70], [-8.01, -0.36, -2.50], [-7.15, -2.65, -3.10], [-8.57, -2.84, -1.96], [-6.88, -2.97, -1.40], [-9.10, -0.69, -0.39], [-7.66, 0.12, 0.20], [-7.81, -1.69, 0.24], [5.19, -0.52, 4.17], [4.48, -0.90, 2.88], [4.47, 0.21, 1.98], [4.69, 0.32, 4.64], [5.19, -1.36, 4.87], [6.22, -0.22, 3.98], [3.45, -1.18, 3.07], [4.98, -1.74, 2.40], [5.39, 0.45, 1.81], [7.94, 2.77, 4.76], [7.82, 2.63, 3.25], [6.46, 2.63, 2.85], [7.42, 1.95, 5.26], [8.99, 2.76, 5.07], [7.48, 3.70, 5.10], [8.27, 1.69, 2.92], [8.34, 3.45, 2.75], [6.06, 3.46, 3.13]], "mulliken_charge": [-1.26, -0.88, -0.09, 1.48, -0.82, -0.19, -0.70, -1.36, 1.08, -1.67, 0.58, 0.40, -1.23, 0.11, -0.39, 1.64, -0.82, -0.37, 0.33, -0.53, -0.45, -2.24, 0.18, -0.37, -0.18, -0.35, -0.20, 0.56, -1.35, -1.10, 0.81, -1.60, -1.60, 1.48, -0.45, 0.33, 0.37, 0.20, 0.21, 0.72, 0.43, 0.30, 0.40, 0.30, 0.39, -0.52, 0.21, 0.41, 0.57, 0.00, 0.15, 0.60, 0.44, 0.21, 0.50, 0.33, 0.38, 0.41, 0.66, 0.46, 0.41, 0.31, 0.38, 0.39, 0.40, 0.42, 0.44, 0.32, -1.12, -0.12, -0.41, 0.28, 0.43, 0.20, 0.25, 0.27, 0.19, -0.99, -0.25, -0.42, 0.22, 0.34, 0.33, 0.27, 0.30, 0.25]}



Record 4
{"formula": "C11H27AuN4Si", "method": "ωB97M-V/def2-TZVPD", "molar_mass_g_mol": 440.418, "total_charge": 2, "e_lumo_ev": -7.85, "e_homo_ev": -15.26, "total_energy_ev": -29358.8418, "gap_ev": 7.415, "species": ["Au", "N", "C", "C", "N", "C", "C", "N", "C", "C", "N", "H", "H", "H", "H", "H", "H", "H", "H", "H", "H", "H", "H", "H", "H", "H", "H", "H", "H", "C", "Si", "C", "C", "C", "C", "H", "H", "H", "H", "H", "H", "H", "H", "H"], "positions_angstrom": [[-0.27, 0.77, -0.08], [0.56, 2.79, -1.46], [0.21, 3.92, -0.59], [-1.22, 3.74, -0.10], [-1.39, 2.44, 0.64], [-0.87, 2.61, 2.05], [0.08, 1.52, 2.52], [1.08, 1.23, 1.43], [-2.82, 1.97, 0.51], [-2.95, 0.46, 0.43], [-2.07, -0.05, -0.68], [1.55, 2.78, -1.69], [0.09, 2.88, -2.36], [0.30, 4.89, -1.09], [0.91, 3.95, 0.25], [-1.88, 3.73, -0.96], [-1.53, 4.56, 0.55], [-1.71, 2.72, 2.74], [-0.33, 3.56, 2.07], [-0.44, 0.58, 2.72], [0.58, 1.82, 3.44], [1.67, 0.42, 1.66], [1.70, 2.02, 1.26], [-3.18, 2.37, -0.44], [-3.44, 2.41, 1.29], [-3.99, 0.18, 0.24], [-2.63, -0.05, 1.34], [-2.41, 0.19, -1.61], [-1.96, -1.06, -0.66], [2.24, -4.52, 0.78], [1.72, -3.83, -0.86], [3.11, -3.55, -2.05], [0.30, -4.78, -1.60], [1.01, -2.10, -0.52], [0.57, -0.98, -0.35], [2.67, -5.52, 0.64], [1.41, -4.62, 1.48], [3.02, -3.91, 1.26], [3.57, -4.51, -2.31], [3.90, -2.93, -1.63], [2.78, -3.09, -2.98], [0.65, -5.78, -1.89], [-0.09, -4.30, -2.50], [-0.52, -4.93, -0.89]], "nbo_charge": [1.33, -0.90, -0.24, -0.23, -0.50, -0.26, -0.26, -0.77, -0.24, -0.25, -0.77, 0.41, 0.39, 0.24, 0.19, 0.22, 0.24, 0.25, 0.23, 0.23, 0.26, 0.45, 0.42, 0.23, 0.25, 0.26, 0.23, 0.43, 0.45, -1.11, 1.59, -1.11, -1.11, -0.39, -0.44, 0.26, 0.25, 0.25, 0.26, 0.25, 0.25, 0.26, 0.24, 0.24]}